Here is a molecular structure, C21H31Cl5MgP2 in a non-equilibrium geometry from the Open Molecules 2025 dataset. Energies are from ωB97M-V with the def2-TZVPD basis set.

Its frontier orbital gap is 7.66 eV. As for the total charge: 0. The HOMO energy comes out at -7.52 eV. The calculation puts the total energy at -108912.4844 eV. The spin multiplicity is 1. For the energy above the lowest of the compared OMol25 structures with the same formula, charge and spin, the calculation gives 0.00 kcal per mole.

Structure (XYZ):
```
60
C21H31Cl5MgP2 (ωB97M-V with the def2-TZVPD basis set)
Cl 0.90 -2.91 -0.99
Cl 5.82 -1.50 -3.03
Cl 2.30 2.22 -1.16
Cl 3.69 -3.76 -2.40
Cl 5.15 1.49 -2.31
P -5.56 1.71 -2.69
P -5.94 2.42 0.28
Mg 0.12 -0.54 0.14
C -7.22 3.12 -0.91
C -5.98 3.89 1.38
C -2.06 2.25 -1.50
C 2.11 -1.73 -1.51
C 2.72 0.59 -1.52
C -1.57 2.76 -0.13
C -3.34 0.15 0.26
C 1.08 -0.39 2.02
C 4.29 -1.09 -2.38
C -7.16 1.39 1.19
C -6.19 0.51 -3.93
C 3.98 0.27 -2.09
C -1.47 1.76 0.98
C 1.84 -0.42 -1.22
C -2.95 -0.74 -0.94
C -7.29 2.27 -2.18
C 3.33 -2.11 -2.11
C -1.76 -0.28 -1.74
C -1.40 1.00 -1.97
C -2.21 0.64 1.12
C -5.30 3.13 -3.83
H -4.43 2.92 -4.48
H -0.83 2.09 1.81
H -3.98 0.99 -0.09
H -6.71 1.04 2.14
H -1.33 -1.09 -2.36
H 1.81 0.43 1.95
H -8.05 2.00 1.42
H -7.45 0.53 0.58
H -6.91 1.00 -4.59
H 0.36 -0.19 2.83
H -3.82 -0.86 -1.61
H -7.02 4.12 1.64
H -1.79 3.02 -2.24
H -0.52 1.21 -2.61
H -3.98 -0.46 0.92
H -2.73 -1.76 -0.55
H -6.92 4.16 -1.13
H -5.12 4.05 -3.25
H -6.19 3.27 -4.46
H -0.57 3.23 -0.27
H -5.42 3.67 2.29
H -2.24 3.58 0.21
H -6.69 -0.32 -3.41
H 1.59 -1.36 2.15
H -3.16 2.17 -1.51
H -5.36 0.12 -4.52
H -5.53 4.74 0.86
H -7.90 1.36 -2.03
H -8.19 3.14 -0.39
H -7.73 2.84 -3.02
H -2.10 0.02 2.03
```

Mulliken population analysis, charges in e, atoms 1 to 8: -0.239, -0.189, -0.226, -0.202, -0.193, 0.956, 1.075, 0.864


Here is 2 unconnected molecules or ions with the total composition C10H16O in a non-equilibrium geometry from the Open Molecules 2025 dataset. Energies are from ωB97M-V with the def2-TZVPD basis set.

Its frontier orbital gap (spin up / spin down) is 9.85 / 6.39 eV. As for the total charge: +1. The HOMO energy (spin up / spin down) comes out at -14.27 / -14.27 eV. The calculation puts the total energy at -12666.4407 eV. The spin multiplicity is 2. For the energy above the lowest of the compared OMol25 structures with the same formula, charge and spin, the calculation gives 63.15 kcal per mole.

Structure (XYZ):
```
27
C10H16O (ωB97M-V with the def2-TZVPD basis set)
O 1.74 -2.50 1.61
C 0.97 3.51 1.90
C 1.26 -1.25 -0.41
C 0.80 -1.98 0.79
C 1.72 3.19 0.54
C 0.39 -0.47 -1.15
C -1.91 0.66 -1.48
C -0.53 -1.73 1.26
C -2.35 0.05 -2.78
C -1.29 -0.94 0.41
C -0.97 -0.29 -0.80
H -0.92 -2.39 1.98
H -2.29 -0.95 -2.94
H -3.54 0.13 -2.92
H -2.67 0.71 -0.77
H 1.13 2.80 -0.29
H -1.43 1.62 -1.65
H 1.73 -1.89 2.46
H 2.25 -1.61 -0.70
H -0.12 3.15 1.68
H 0.82 4.55 2.14
H 1.53 3.04 2.71
H 2.39 2.38 0.72
H -2.38 -0.81 0.68
H 0.72 0.18 -2.00
H 2.24 3.94 0.04
H -1.87 0.63 -3.61
```

Mulliken population analysis, charges in e, atoms 1 to 8: -0.488, -0.734, -0.671, 0.677, -0.683, -0.111, -0.530, -0.791


Here is a molecular structure, C10H10CeCl2 in a non-equilibrium geometry from the Open Molecules 2025 dataset. Energies are from ωB97M-V with the def2-TZVPD basis set.

Its frontier orbital gap (spin up / spin down) is 5.40 / 5.40 eV. As for the total charge: 0. The HOMO energy (spin up / spin down) comes out at -7.48 / -7.48 eV. The calculation puts the total energy at -48505.4247 eV. The spin multiplicity is 1.

Structure (XYZ):
```
23
C10H10CeCl2 (ωB97M-V with the def2-TZVPD basis set)
Ce -0.33 0.46 0.81
Cl -2.82 0.49 0.54
Cl 0.58 2.81 0.75
C -0.01 -2.05 1.43
C 1.24 -1.77 0.82
C 1.87 -0.69 1.52
C -0.44 0.89 -2.63
C 1.38 -0.43 -2.19
C -0.19 -1.15 2.55
C -0.90 -0.45 -2.55
C 0.23 -1.27 -2.28
C 1.00 -0.30 2.62
C 0.95 0.91 -2.40
H 1.60 1.79 -2.34
H 0.21 -2.37 -2.12
H 2.40 -0.77 -1.95
H -1.94 -0.79 -2.61
H 1.71 -2.35 0.02
H 1.17 0.50 3.33
H 2.85 -0.25 1.32
H -1.07 1.76 -2.83
H -1.04 -1.11 3.22
H -0.71 -2.84 1.15
```

Mulliken population analysis, charges in e, atoms 1 to 8: 1.049, -0.378, -0.381, -0.616, -0.224, -0.586, -0.590, -0.388


Here is 7 unconnected molecules or ions with the total composition C33H41N7O11 in a non-equilibrium geometry from the Open Molecules 2025 dataset. Energies are from ωB97M-V with the def2-TZVPD basis set.

Its frontier orbital gap is 8.50 eV. As for the total charge: 0. The HOMO energy comes out at -9.04 eV. The calculation puts the total energy at -67826.8582 eV. The spin multiplicity is 1. Its SMILES is O=[N+]([O-])c1ccccc1.O=[N+]([O-])c1ccccc1.O=[N+]([O-])c1ccccc1.O=[N+]([O-])c1ccccc1.CN(C)C=O.CN(C)C=O.CN(C)C=O. For the energy above the lowest of the compared OMol25 structures with the same formula, charge and spin, the calculation gives 0.00 kcal per mole.

Structure (XYZ):
```
92
C33H41N7O11 (ωB97M-V with the def2-TZVPD basis set)
O -0.18 -1.10 4.20
O 1.83 5.49 -2.08
O 1.04 3.52 -4.23
O -7.91 -2.58 2.13
O -2.43 -1.83 1.45
O -7.78 -1.82 4.15
O 4.64 -0.02 -1.05
O 0.17 -4.31 1.56
O 0.85 -0.69 2.33
O 2.07 3.52 -1.28
O 1.82 1.48 -4.41
N 2.47 4.48 -1.91
N 1.03 2.32 -4.00
N -3.27 -3.88 2.02
N -7.47 -1.83 2.98
N 4.15 -1.56 -2.61
N 0.16 -0.41 3.29
N 1.90 -3.16 0.63
C -0.94 2.86 -2.49
C 4.46 5.33 -3.14
C -0.31 1.05 3.31
C -2.67 -2.67 2.30
C -6.49 -0.82 2.57
C 6.25 3.78 -3.74
C -4.58 1.09 1.71
C 3.50 -1.74 -3.91
C -0.95 1.66 4.39
C -0.79 2.94 1.87
C 0.05 0.69 -2.30
C -0.94 0.34 -1.33
C 4.36 3.02 -2.46
C -5.73 -0.16 3.49
C -6.38 -0.55 1.21
C 5.68 5.10 -3.76
C -0.02 1.92 -2.91
C -5.42 0.51 0.79
C -1.88 2.51 -1.58
C -1.49 2.92 4.19
C 5.24 -2.44 -2.32
C -3.44 -4.23 0.62
C 3.16 -2.41 0.85
C -0.24 1.70 2.06
C 1.29 -3.82 1.67
C -1.47 3.52 2.95
C 1.17 -2.91 -0.63
C 3.90 -0.39 -1.95
C -4.79 0.78 3.05
C -3.17 -4.94 3.05
C -1.89 1.23 -0.95
C 3.77 4.26 -2.59
C 5.54 2.77 -3.09
H -1.89 3.48 5.03
H 2.76 -0.93 -4.08
H -7.12 -1.05 0.57
H 1.84 -2.54 -1.37
H -2.35 -5.59 2.82
H 6.00 1.79 -2.94
H -2.54 -4.64 0.18
H -0.95 -0.66 -0.88
H -4.17 1.21 3.81
H 3.91 -2.80 0.16
H 3.07 0.14 -2.47
H 4.11 6.34 -3.05
H 0.73 -3.81 -1.03
H -2.00 4.53 2.89
H 0.36 -2.14 -0.45
H -4.15 -5.06 0.50
H -3.85 -3.33 0.04
H -3.77 1.82 1.54
H 6.23 5.96 -4.17
H 0.80 -0.10 -2.48
H 1.91 -4.00 2.57
H -2.99 -4.47 4.01
H -2.63 0.92 -0.20
H 3.41 -2.71 1.91
H 4.25 -1.76 -4.68
H 2.87 -2.65 -3.89
H -2.33 -2.59 3.34
H 5.79 -2.17 -1.40
H 3.88 2.21 -1.92
H -1.00 1.14 5.31
H -5.84 -0.40 4.55
H -0.99 3.78 -3.07
H 4.90 -3.49 -2.23
H 3.06 -1.29 0.74
H -2.77 3.22 -1.61
H -0.67 3.44 0.92
H -5.29 0.63 -0.29
H -4.14 -5.45 3.22
H 0.44 1.25 1.31
H 6.04 -2.41 -3.05
H 7.20 3.65 -4.24
```

Mulliken population analysis, charges in e, atoms 1 to 8: -0.625, -0.630, -0.581, -0.603, -0.330, -0.596, -0.658, -0.575


Here is a single C4H7N molecule in a non-equilibrium geometry from the Open Molecules 2025 dataset. Energies are from ωB97M-V with the def2-TZVPD basis set.

Its frontier orbital gap is 9.72 eV. As for the total charge: 0. The HOMO energy comes out at -8.60 eV. The calculation puts the total energy at -5749.7788 eV. The spin multiplicity is 1. Its SMILES is C1=CCNC1. For the energy above the lowest of the compared OMol25 structures with the same formula, charge and spin, the calculation gives 37.77 kcal per mole.

Structure (XYZ):
```
12
C4H7N (ωB97M-V with the def2-TZVPD basis set)
N 1.00 0.71 -0.08
C -0.48 -1.15 -0.11
C -1.31 -0.13 -0.01
C 1.02 -0.74 -0.12
C -0.39 1.17 -0.13
H -0.55 1.77 -1.05
H -2.39 -0.20 0.27
H 1.75 -1.06 -0.86
H 1.39 1.13 0.76
H -0.73 -2.25 -0.13
H 1.38 -1.19 0.95
H -0.68 1.95 0.52
```

Mulliken population analysis, charges in e, atoms 1 to 8: -0.387, -0.308, -0.216, -0.380, -0.593, 0.214, 0.330, 0.281


Here is a molecular structure, CBrClFI in a non-equilibrium geometry from the Open Molecules 2025 dataset. Energies are from ωB97M-V with the def2-TZVPD basis set.

Its frontier orbital gap (spin up / spin down) is 6.46 / 5.72 eV. As for the total charge: 0. The HOMO energy (spin up / spin down) comes out at -8.92 / -8.61 eV. The calculation puts the total energy at -94416.4304 eV. The spin multiplicity is 1. For the energy above the lowest of the compared OMol25 structures with the same formula, charge and spin, the calculation gives 65.47 kcal per mole.

Structure (XYZ):
```
5
CBrClFI (ωB97M-V with the def2-TZVPD basis set)
I 0.23 -0.98 -1.60
Br 1.59 0.91 0.64
Cl -1.05 -1.78 1.27
F -0.91 1.36 -0.09
C 0.14 0.48 -0.23
```

From a Mulliken analysis of the wavefunction, the atomic charges in e read: 0.462, 0.179, -0.556, -0.121, 0.036


Here is a single C2H3NO molecule in a non-equilibrium geometry from the Open Molecules 2025 dataset. Energies are from ωB97M-V with the def2-TZVPD basis set.

Its frontier orbital gap is 10.50 eV. As for the total charge: 0. The HOMO energy comes out at -9.35 eV. The calculation puts the total energy at -5656.0640 eV. The spin multiplicity is 1. Its SMILES is c1co[nH]1. For the energy above the lowest of the compared OMol25 structures with the same formula, charge and spin, the calculation gives 88.57 kcal per mole.

Structure (XYZ):
```
7
C2H3NO (ωB97M-V with the def2-TZVPD basis set)
O 0.06 0.76 1.04
N 0.78 -0.50 0.72
C 0.00 -0.38 -0.68
C -0.40 0.81 -0.26
H 0.43 -1.25 1.27
H 0.05 -1.10 -1.53
H -0.92 1.65 -0.54
```

From a Mulliken analysis of the wavefunction, the atomic charges in e read: -0.262, -0.233, -0.359, -0.100, 0.238, 0.302, 0.415


Here is a single C3H7ClFN molecule in a non-equilibrium geometry from the Open Molecules 2025 dataset. Energies are from ωB97M-V with the def2-TZVPD basis set.

Its frontier orbital gap is 10.33 eV. As for the total charge: 0. The HOMO energy comes out at -9.41 eV. The calculation puts the total energy at -19951.8444 eV. The spin multiplicity is 1. Its SMILES is N[C@@H](CF)CCl. For the energy above the lowest of the compared OMol25 structures with the same formula, charge and spin, the calculation gives 68.16 kcal per mole.

Structure (XYZ):
```
13
C3H7ClFN (ωB97M-V with the def2-TZVPD basis set)
Cl 0.83 -1.76 -1.34
F -0.43 2.50 1.31
N -1.45 0.28 -0.45
C 0.51 -0.85 0.18
C -0.27 0.47 0.10
C -0.06 1.32 1.38
H 1.06 1.24 1.61
H -2.22 0.06 0.29
H -0.43 0.79 2.36
H 0.37 1.04 -0.78
H -1.33 -0.71 -1.07
H 1.55 -0.99 0.78
H -0.13 -1.52 0.95
```

Mulliken population analysis, charges in e, atoms 1 to 8: -0.184, -0.243, -0.512, -0.794, 0.293, -0.451, 0.271, 0.320


Among the records above, which one has the highest total charge? C10H16O


Number 8 is which compound? C3H7ClFN